(1)
{
  "formula": "C24H59N11O10S",
  "method": "wB97M-V/def2-TZVPD",
  "molar_mass_g_mol": 693.87,
  "spin_multiplicity": 1,
  "gap_ev": 9.40,
  "smiles": "CCCCN[C@@]1(CCCCCCCCCCCCOC)COS(=O)(=O)O1.NC(N)=O.NC(N)=O.NC(N)=O.NC(N)=O.NC(N)=O",
  "elements": ["C", "C", "C", "C", "N", "C", "C", "C", "C", "C", "C", "C", "C", "C", "C", "C", "C", "C", "O", "C", "C", "O", "S", "O", "O", "O", "H", "H", "H", "H", "H", "H", "H", "H", "H", "H", "H", "H", "H", "H", "H", "H", "H", "H", "H", "H", "H", "H", "H", "H", "H", "H", "H", "H", "H", "H", "H", "H", "H", "H", "H", "H", "H", "H", "H", "C", "O", "N", "N", "H", "H", "H", "H", "C", "O", "N", "N", "H", "H", "H", "H", "C", "O", "N", "N", "H", "H", "H", "H", "C", "O", "N", "N", "H", "H", "H", "H", "C", "O", "N", "N", "H", "H", "H", "H"],
  "positions_angstrom": [[-0.731, -0.626, -1.355], [-0.680, -0.327, 0.148], [-1.849, -0.933, 0.945], [-1.462, -2.110, 1.844], [-2.328, -2.125, 3.025], [-2.100, -3.141, 4.049], [-2.056, -2.446, 5.418], [-1.292, -3.187, 6.522], [0.195, -2.834, 6.498], [1.004, -3.557, 7.579], [2.464, -3.868, 7.231], [3.357, -2.647, 6.960], [3.272, -2.140, 5.508], [4.385, -2.696, 4.623], [4.038, -2.611, 3.124], [3.824, -3.996, 2.518], [3.307, -3.992, 1.072], [2.225, -5.054, 0.901], [1.861, -5.273, -0.445], [0.868, -4.383, -0.910], [-3.186, -4.257, 3.999], [-2.490, -5.510, 4.122], [-1.074, -5.360, 3.428], [-1.204, -5.454, 2.016], [-0.137, -6.156, 4.124], [-0.871, -3.840, 3.835], [-1.267, 0.164, -1.878], [0.269, -0.661, -1.786], [-1.232, -1.574, -1.562], [0.275, -0.646, 0.570], [-0.728, 0.756, 0.259], [-2.638, -1.257, 0.262], [-2.279, -0.172, 1.598], [-1.526, -3.043, 1.271], [-0.424, -2.018, 2.164], [-3.300, -2.142, 2.742], [-1.594, -1.475, 5.245], [-3.088, -2.245, 5.711], [-1.379, -4.271, 6.411], [-1.718, -2.898, 7.486], [0.297, -1.753, 6.623], [0.568, -3.098, 5.514], [0.984, -2.976, 8.506], [0.509, -4.506, 7.806], [2.878, -4.417, 8.081], [2.505, -4.558, 6.382], [4.397, -2.902, 7.178], [3.085, -1.849, 7.657], [2.331, -2.464, 5.073], [3.260, -1.048, 5.475], [5.325, -2.187, 4.836], [4.498, -3.754, 4.878], [3.105, -2.051, 3.000], [4.796, -2.064, 2.559], [3.095, -4.521, 3.147], [4.754, -4.565, 2.582], [2.924, -3.002, 0.812], [4.111, -4.245, 0.379], [2.603, -6.005, 1.283], [1.343, -4.793, 1.502], [-0.134, -4.773, -0.705], [0.996, -4.262, -1.985], [0.957, -3.396, -0.446], [-3.735, -4.255, 3.056], [-3.900, -4.200, 4.816], [0.226, 3.113, -2.902], [-0.357, 2.551, -1.986], [1.201, 4.047, -2.676], [-0.048, 2.867, -4.212], [1.671, 4.537, -3.413], [1.419, 4.262, -1.722], [-0.776, 2.205, -4.410], [0.396, 3.325, -4.989], [-0.412, 3.137, -7.941], [-0.111, 3.818, -6.955], [0.540, 2.688, -8.811], [-1.687, 2.792, -8.193], [0.326, 2.127, -9.614], [1.495, 2.922, -8.621], [-2.391, 3.065, -7.512], [-1.958, 2.245, -8.989], [-4.238, 3.050, -5.349], [-3.932, 3.163, -6.531], [-3.565, 3.689, -4.355], [-5.281, 2.270, -4.954], [-3.795, 3.595, -3.384], [-2.775, 4.253, -4.614], [-5.796, 1.792, -5.670], [-5.557, 2.162, -3.997], [1.443, 7.455, -6.186], [0.504, 7.804, -5.485], [1.487, 6.242, -6.797], [2.527, 8.266, -6.383], [2.268, 5.945, -7.350], [0.699, 5.615, -6.699], [2.518, 9.164, -5.937], [3.311, 8.010, -6.952], [-2.822, 8.371, -3.421], [-3.744, 8.735, -2.710], [-2.828, 7.155, -4.056], [-1.712, 9.123, -3.652], [-2.087, 6.848, -4.660], [-3.631, 6.573, -3.906], [-1.661, 10.022, -3.214], [-0.952, 8.805, -4.229]],
  "atomic_forces_ev_per_a": [[0.0, -0.1, 0.0], [-0.3, 0.1, -0.3], [0.1, 0.0, 0.3], [0.0, -0.1, -0.4], [0.1, -0.1, 0.1], [-0.8, 0.4, 0.1], [0.4, -0.1, 0.0], [0.0, 0.2, -0.1], [-0.1, -0.1, 0.2], [0.1, -0.1, -0.1], [0.1, 0.0, 0.2], [-0.2, 0.1, -0.2], [0.1, -0.1, 0.2], [-0.3, 0.0, -0.2], [0.0, 0.0, 0.0], [-0.2, 0.1, -0.1], [0.1, -0.3, 0.1], [0.0, 0.0, 0.1], [0.0, 0.1, -0.1], [0.0, 0.0, 0.0], [0.0, -0.3, -0.1], [-0.1, 0.0, 0.1], [-0.1, 0.1, 0.1], [-0.1, -0.1, -0.1], [0.1, 0.0, 0.1], [0.4, 0.0, -0.1], [-0.1, 0.0, 0.0], [0.0, 0.0, -0.1], [0.1, -0.1, 0.0], [0.0, -0.1, 0.1], [0.2, 0.0, 0.0], [-0.1, 0.1, 0.0], [0.0, 0.0, 0.0], [0.1, 0.0, 0.0], [0.0, 0.1, 0.1], [0.0, 0.0, -0.1], [0.0, 0.1, 0.1], [-0.1, 0.0, -0.1], [-0.2, 0.0, 0.1], [0.0, -0.2, 0.1], [0.1, 0.0, -0.2], [0.1, 0.0, -0.1], [0.0, 0.0, 0.0], [0.0, 0.0, 0.0], [0.0, 0.0, 0.0], [0.0, 0.0, -0.1], [0.0, 0.0, 0.0], [0.0, 0.0, 0.0], [-0.1, 0.0, 0.0], [0.1, 0.0, -0.1], [0.1, -0.1, 0.1], [0.2, 0.0, 0.1], [0.0, 0.1, 0.0], [0.1, 0.0, 0.0], [0.0, 0.0, 0.1], [0.0, -0.1, 0.0], [0.0, 0.0, -0.1], [0.0, 0.2, -0.1], [0.0, 0.0, 0.0], [0.0, 0.0, 0.0], [0.0, 0.0, 0.0], [0.0, 0.0, 0.0], [0.0, 0.0, 0.0], [0.1, 0.1, -0.1], [0.1, 0.0, 0.1], [0.0, 0.1, 0.0], [-0.1, 0.0, 0.0], [0.0, -0.1, 0.0], [0.0, -0.1, 0.1], [0.0, 0.0, 0.0], [0.0, 0.0, 0.0], [0.0, 0.0, 0.0], [-0.1, 0.0, -0.1], [-0.1, -0.1, 0.0], [0.2, 0.0, 0.0], [0.0, 0.1, 0.0], [0.1, 0.1, 0.1], [0.0, 0.0, 0.0], [0.0, 0.0, 0.0], [-0.2, 0.0, -0.1], [0.0, 0.0, 0.0], [0.0, 0.0, 0.1], [0.0, 0.0, 0.0], [0.0, 0.1, -0.1], [0.0, 0.0, 0.0], [0.1, 0.0, 0.0], [0.1, -0.1, 0.0], [0.0, 0.0, 0.0], [0.0, 0.0, 0.0], [0.2, -0.1, 0.0], [-0.3, 0.1, 0.1], [-0.1, 0.1, 0.1], [0.0, 0.0, 0.0], [0.0, 0.0, 0.0], [0.1, -0.1, -0.1], [0.0, 0.0, 0.0], [0.0, 0.0, 0.0], [0.0, -0.1, 0.0], [0.0, 0.0, 0.0], [0.0, -0.1, 0.1], [0.1, 0.1, 0.0], [0.0, 0.1, 0.0], [0.0, 0.0, -0.1], [-0.1, 0.0, 0.0], [0.1, 0.0, -0.1]]
}

=====

(2)
{
  "formula": "C24H59N7O16",
  "method": "wB97M-V/def2-TZVPD",
  "s_squared": 0.76,
  "total_charge": 5,
  "molar_mass_g_mol": 701.77,
  "spin_multiplicity": 2,
  "gap_ev": 4.42,
  "elements": ["C", "C", "O", "N", "H", "H", "C", "H", "H", "H", "H", "H", "H", "C", "C", "O", "N", "H", "H", "C", "H", "H", "H", "H", "H", "H", "C", "C", "O", "N", "H", "H", "C", "H", "H", "H", "H", "H", "H", "C", "C", "O", "N", "H", "H", "C", "H", "H", "H", "H", "H", "H", "C", "C", "O", "N", "H", "H", "C", "H", "H", "H", "H", "H", "H", "C", "C", "O", "N", "H", "H", "C", "H", "H", "H", "H", "H", "H", "C", "C", "O", "N", "H", "H", "C", "H", "H", "H", "H", "H", "H", "O", "C", "O", "O", "H", "O", "C", "O", "O", "H", "O", "C", "O", "O", "H"],
  "positions_angstrom": [[-1.741, -0.559, -2.470], [-2.905, 0.380, -2.873], [-4.047, 0.235, -2.385], [-2.518, 1.430, -3.982], [-2.023, 2.235, -3.627], [-1.793, 0.892, -4.435], [-3.716, 1.873, -4.839], [-0.725, -0.351, -2.805], [-1.979, -1.572, -2.796], [-1.638, -0.463, -1.389], [-4.053, 1.041, -5.458], [-3.243, 2.590, -5.511], [-4.496, 2.361, -4.255], [3.555, -1.992, 1.864], [4.699, -2.946, 2.194], [5.012, -3.307, 3.333], [5.380, -3.553, 0.941], [4.842, -4.334, 0.592], [5.282, -2.885, 0.189], [6.907, -3.771, 1.274], [3.967, -1.018, 1.598], [2.799, -2.053, 2.646], [3.054, -2.334, 0.958], [7.162, -4.516, 2.027], [7.434, -2.823, 1.388], [7.283, -4.155, 0.325], [-3.872, -1.317, 1.740], [-4.235, -0.039, 1.148], [-3.488, 0.644, 0.513], [-5.747, 0.379, 1.382], [-6.324, -0.349, 1.780], [-5.672, 1.076, 2.110], [-6.361, 0.824, 0.085], [-4.773, -1.929, 1.684], [-3.663, -1.180, 2.801], [-2.982, -1.710, 1.248], [-5.793, 1.475, -0.580], [-7.300, 1.323, 0.321], [-6.552, -0.126, -0.415], [2.558, 5.220, 0.184], [2.840, 3.788, 0.589], [3.652, 3.502, 1.481], [2.251, 2.710, -0.342], [1.419, 2.274, 0.030], [1.808, 3.307, -1.026], [3.215, 1.683, -0.866], [3.215, 5.918, 0.702], [1.621, 5.413, 0.708], [2.313, 5.512, -0.838], [4.051, 1.967, -1.505], [2.585, 1.131, -1.562], [3.435, 1.080, 0.016], [2.336, -2.403, -3.204], [2.062, -3.695, -4.025], [2.078, -4.831, -3.559], [1.567, -3.437, -5.402], [1.263, -2.479, -5.506], [2.285, -3.538, -6.105], [0.346, -4.253, -5.788], [1.873, -1.458, -3.492], [3.380, -2.126, -3.352], [2.205, -2.617, -2.143], [-0.534, -3.979, -5.206], [0.445, -5.333, -5.893], [0.121, -3.777, -6.743], [2.496, 1.149, 3.832], [1.180, 0.496, 4.394], [1.151, -0.149, 5.469], [-0.142, 0.772, 3.580], [0.304, 1.647, 3.343], [-0.231, 0.345, 2.668], [-1.393, 0.661, 4.389], [2.259, 1.968, 3.154], [2.988, 0.362, 3.260], [3.120, 1.576, 4.617], [-2.238, 0.694, 3.701], [-1.449, 1.421, 5.169], [-1.257, -0.278, 4.926], [-2.438, 7.036, 1.174], [-2.171, 5.808, 0.349], [-1.921, 5.765, -0.859], [-2.214, 4.460, 1.137], [-1.781, 4.658, 2.028], [-3.129, 4.160, 1.442], [-1.406, 3.338, 0.364], [-2.823, 7.777, 0.473], [-1.506, 7.397, 1.609], [-3.143, 6.905, 1.994], [-1.857, 3.178, -0.616], [-1.458, 2.500, 1.060], [-0.419, 3.780, 0.224], [-0.353, -4.507, -2.380], [-1.339, -4.124, -1.580], [-2.455, -4.485, -1.879], [-1.053, -3.569, -0.478], [0.358, -4.115, -1.866], [-0.079, -1.303, 1.156], [0.565, -0.478, 0.372], [0.532, 0.710, 0.686], [1.238, -0.939, -0.544], [0.153, -2.089, 0.655], [-0.417, -3.575, 3.694], [0.347, -4.557, 4.094], [-0.054, -5.574, 4.721], [1.488, -4.509, 3.728], [0.419, -3.368, 3.268]],
  "atomic_forces_ev_per_a": [[-0.3, 1.1, -0.1], [-2.9, -2.1, 2.9], [5.0, 1.8, -3.0], [-2.1, -1.2, 1.0], [-0.1, 0.4, 0.5], [0.0, 0.0, -1.1], [1.4, 0.3, -0.9], [-0.1, 0.5, -0.6], [-0.3, -0.2, 0.5], [-0.4, -0.6, 0.1], [-0.2, -0.1, 0.5], [-0.4, 0.2, -0.1], [0.3, -0.4, 0.2], [0.5, -1.1, -0.7], [-0.6, -1.1, 4.4], [-0.6, 1.3, -5.1], [1.5, 1.1, 2.3], [0.1, -1.1, 0.4], [0.4, 0.5, -0.3], [0.0, -0.7, -2.2], [-0.1, 0.2, 0.5], [0.4, 0.4, 0.2], [-0.1, -0.1, -0.2], [-0.9, 0.3, 0.3], [-0.7, 0.1, 0.5], [0.1, -0.2, 0.0], [-0.7, -0.3, 0.3], [1.0, -0.4, -0.4], [-1.5, 0.8, 0.4], [2.0, 0.9, -1.0], [-0.1, -0.7, 0.1], [-0.4, 0.8, 0.2], [-1.3, -0.3, -0.1], [0.4, -0.7, 0.0], [0.0, 0.0, 0.3], [-0.2, -0.3, -0.1], [0.6, -0.2, 0.7], [0.0, -0.2, -0.1], [-0.2, 0.3, -0.3], [-1.2, -0.3, 1.1], [4.5, 0.2, 2.1], [-3.7, 0.1, -3.2], [1.0, 2.5, 0.0], [-0.4, -1.9, 1.2], [0.4, 0.0, -1.2], [-1.3, -1.0, -0.4], [0.5, -0.3, -0.4], [-0.6, 0.2, 0.2], [0.6, -0.5, -0.2], [0.1, 1.0, 0.8], [0.0, -0.6, 0.4], [0.4, 0.0, -0.5], [0.9, -0.8, -0.5], [-0.3, -2.0, 3.6], [0.3, 3.9, -2.3], [-0.9, -1.0, 0.1], [0.1, 0.5, 0.3], [0.6, -0.5, -0.3], [-1.0, 0.8, -1.4], [-0.8, -0.4, -0.1], [0.4, -0.4, 0.0], [-0.3, 0.1, -0.2], [0.5, -0.2, 0.8], [0.6, 0.3, 0.3], [-0.1, -0.7, -0.5], [-1.9, -0.3, -0.2], [1.9, -3.5, 5.4], [-0.7, 3.1, -5.5], [1.8, 0.6, 1.4], [-1.5, 1.4, -0.5], [0.4, -1.1, -0.8], [0.7, 0.0, 0.3], [0.0, 0.0, -0.2], [0.2, 0.1, 0.2], [-0.2, -0.5, 0.2], [0.1, -0.2, 0.3], [0.1, 0.2, -0.3], [-0.5, -0.2, -0.2], [-0.2, -0.4, -0.4], [0.0, 1.1, -3.8], [-0.7, -0.6, 4.7], [1.5, -0.4, -1.5], [0.7, 0.1, 0.4], [-0.8, 0.0, -0.6], [-1.1, 1.3, 1.4], [0.1, 0.1, 0.1], [0.2, 0.1, -0.1], [-0.1, -0.2, 0.0], [-0.2, 0.0, 0.4], [0.4, -0.3, -0.7], [-0.1, -0.3, 0.2], [2.3, 0.6, -1.2], [-3.2, -1.0, 2.4], [-1.5, 0.3, -1.3], [1.7, 1.6, 0.4], [1.0, -0.3, -0.1], [-0.8, -0.6, 1.1], [1.8, -0.2, -1.1], [-0.8, 4.4, 1.4], [0.6, -0.5, -1.3], [-1.1, -2.3, -0.1], [-1.6, 0.1, 0.8], [-1.3, -2.0, 0.9], [-0.7, -0.5, 0.8], [3.4, -0.5, -0.3], [0.2, 3.1, -2.2]]
}